Record 1
Entry from OMol25: a molecular structure, C29H36BiN10OPS2 in a non-equilibrium geometry (wB97M-V/def2-TZVPD).

Charge: +2
Largest force on an atom in hartree/bohr: 0.0521
Highest occupied orbital energy in Eh: -0.486
Relative energy (zero: lowest compared OMol25 entry of this formula, charge and spin) in kcal per mole: 5.9
LUMO in eV: -5.39

Atoms and positions in Å:
1 Bi -0.79 -0.94 -0.36
2 N 1.32 -0.78 3.62
3 C 0.43 -0.51 2.65
4 S -0.59 -1.77 2.05
5 N 0.46 0.70 2.16
6 N -0.36 0.97 1.12
7 C -0.83 2.16 0.99
8 C -0.69 3.35 1.84
9 C 0.61 3.80 2.15
10 C 0.75 4.94 2.95
11 C -0.31 5.67 3.46
12 C -1.58 5.14 3.20
13 C -1.78 4.02 2.40
14 C -1.75 2.27 -0.18
15 C -2.21 3.48 -0.69
16 C -3.15 3.44 -1.72
17 C -3.63 2.27 -2.25
18 C -3.12 1.11 -1.71
19 N -2.26 1.10 -0.68
20 H 1.08 -1.55 4.23
21 H 1.76 0.01 4.06
22 H 1.44 3.28 1.68
23 H 1.78 5.31 3.19
24 H -0.13 6.56 4.06
25 H -2.44 5.66 3.64
26 H -2.79 3.71 2.20
27 H -1.79 4.43 -0.33
28 H -3.48 4.39 -2.12
29 H -4.41 2.33 -3.10
30 H -3.38 0.10 -2.09
31 N -4.06 -4.12 -0.14
32 C -4.96 -3.10 0.23
33 C -6.34 -3.16 0.36
34 C -6.95 -1.93 0.68
35 C -6.20 -0.79 0.88
36 C -4.78 -0.75 0.76
37 C -4.20 -1.93 0.37
38 N -2.92 -2.25 -0.03
39 C -2.87 -3.53 -0.31
40 C -1.62 -4.18 -0.70
41 C -1.42 -5.44 -1.21
42 S 0.16 -5.51 -1.83
43 C 0.53 -3.91 -1.32
44 N -0.55 -3.36 -0.83
45 H -4.35 -5.12 -0.10
46 H -6.82 -4.15 0.28
47 H -7.98 -1.94 0.95
48 H -6.72 0.10 1.21
49 H -4.22 0.09 1.05
50 H -2.05 -6.38 -1.19
51 H 1.44 -3.43 -1.59
52 C 3.21 -2.05 -3.10
53 N 3.74 -1.62 -1.82
54 C 5.22 -1.80 -1.88
55 P 2.99 -0.46 -0.91
56 O 1.53 -0.88 -0.77
57 N 3.00 1.06 -1.62
58 C 4.31 1.60 -1.97
59 C 1.83 1.43 -2.43
60 N 3.84 -0.42 0.48
61 C 4.32 0.78 1.18
62 C 4.11 -1.74 1.13
63 H 3.93 -1.83 -3.91
64 H 2.17 -1.70 -3.24
65 H 3.19 -3.23 -3.14
66 H 5.68 -1.18 -2.72
67 H 5.39 -2.84 -2.18
68 H 5.69 -1.64 -0.87
69 H 5.06 1.05 -1.44
70 H 4.30 2.66 -1.72
71 H 4.60 1.45 -3.07
72 H 0.98 0.88 -2.09
73 H 2.09 1.14 -3.45
74 H 1.69 2.52 -2.36
75 H 5.37 0.97 0.93
76 H 4.31 0.67 2.27
77 H 3.72 1.60 0.96
78 H 3.54 -2.53 0.57
79 H 3.73 -1.70 2.13
80 H 5.17 -2.08 1.16



Record 2
Entry from OMol25: a gas-phase ion, C4H7N2O3 (charge +1) in a non-equilibrium geometry (wB97M-V/def2-TZVPD).

Charge: +1
Largest force on an atom in hartree/bohr: 0.2096
Spin multiplicity: 3
Highest occupied orbital energy (spin up / spin down) in Eh: -0.418 / -0.564
Relative energy (zero: lowest compared OMol25 entry of this formula, charge and spin) in kcal per mole: 162.7
LUMO (spin up / spin down) in eV: -4.26 / -7.98

Atoms and positions in Å:
1 C -1.58 0.47 -0.06
2 C 1.18 -0.16 0.15
3 C -2.65 1.24 -0.26
4 C 2.62 -0.44 0.01
5 N -1.01 -0.66 -0.61
6 N 0.80 0.68 1.04
7 O -0.63 0.82 1.29
8 O 0.36 -0.69 -0.74
9 O -1.41 -1.73 0.20
10 H -0.64 1.77 1.71
11 H -2.90 1.96 0.40
12 H -3.35 1.01 -1.13
13 H 2.86 -1.20 0.72
14 H 3.25 0.44 0.22
15 H 2.80 -0.78 -1.08
16 H -1.57 -2.39 -0.51



Record 3
Entry from OMol25: a molecular structure, C35H61AlBr5Cl10F5I2N4O11P in a non-equilibrium geometry (wB97M-V/def2-TZVPD).

Charge: +1
Largest force on an atom in hartree/bohr: 0.1772
Highest occupied orbital energy in Eh: -0.359
LUMO in eV: -8.04

Atoms and positions in Å:
1 C 0.71 3.53 -3.96
2 C 1.06 1.95 -3.55
3 N 0.70 1.66 -2.16
4 C 0.86 0.30 -1.57
5 C 2.44 0.20 -1.28
6 C 3.14 1.14 -0.16
7 C 4.56 0.35 0.27
8 I 3.95 3.07 -0.96
9 N 0.64 -0.96 -2.40
10 C -0.70 -1.74 -2.35
11 C -0.67 -3.33 -1.97
12 C -1.91 -4.26 -2.44
13 C -1.35 -5.84 -2.41
14 F -0.54 -6.09 -1.16
15 F -2.46 -6.83 -2.37
16 F -0.44 -6.10 -3.56
17 C -1.00 -1.75 -3.95
18 C 0.01 -2.68 -4.88
19 C 0.81 -1.67 -5.95
20 I -1.09 -4.05 -6.25
21 C -1.52 -0.68 -1.32
22 N -2.37 -1.67 -0.62
23 C -3.54 -1.38 -0.10
24 C -3.95 -0.35 1.13
25 C -4.88 -2.23 -0.64
26 P -2.72 0.34 -2.34
27 O -2.08 1.36 -3.40
28 O -3.88 -0.61 -3.30
29 O -3.89 1.38 -1.51
30 C -0.30 -0.01 -0.39
31 C -0.51 1.39 0.42
32 C -1.50 2.56 -0.01
33 O -1.58 3.30 -1.13
34 Br -2.89 3.23 1.34
35 C 0.31 -0.87 0.87
36 Cl -0.92 -1.37 2.22
37 C 1.16 -2.19 0.71
38 C 2.39 -2.15 1.85
39 H 1.74 4.10 -4.05
40 H 0.05 4.03 -3.13
41 H 0.18 3.51 -5.01
42 H 2.22 1.83 -3.82
43 H 0.49 1.26 -4.32
44 H 1.05 2.45 -1.59
45 H 3.00 0.47 -2.30
46 H 2.86 -0.90 -1.07
47 H 2.59 1.27 0.85
48 H 5.36 0.58 -0.59
49 H 4.40 -0.79 0.46
50 H 4.93 0.92 1.24
51 H 1.01 -0.69 -3.35
52 H 1.29 -1.79 -2.24
53 H 0.32 -3.89 -2.35
54 H -0.62 -3.56 -0.79
55 H -2.73 -4.22 -1.57
56 H -2.36 -4.11 -3.49
57 H -0.89 -0.66 -4.42
58 H -2.06 -2.12 -4.28
59 H 0.87 -3.20 -4.30
60 H 1.31 -2.31 -6.82
61 H 1.71 -1.14 -5.38
62 H 0.05 -0.91 -6.42
63 H -3.01 0.31 1.33
64 H -4.19 -1.05 2.06
65 H -4.94 0.24 0.90
66 H -5.64 -1.52 -1.22
67 H -5.44 -2.63 0.30
68 H -4.59 -3.12 -1.35
69 H -3.79 -1.58 -3.10
70 H -3.90 2.29 -1.92
71 H 0.57 1.91 0.44
72 H -0.69 1.27 1.60
73 H 1.01 -0.09 1.46
74 H 1.67 -2.50 -0.27
75 H 0.53 -3.15 1.04
76 H 1.99 -2.47 2.91
77 H 3.21 -2.93 1.52
78 H 2.87 -1.09 1.98
79 F 5.26 -0.92 -1.70
80 F 0.46 -5.49 0.62
81 C 1.04 4.06 4.79
82 N 0.79 2.63 5.29
83 C -0.68 2.30 5.04
84 C 1.06 2.56 6.78
85 C 1.64 1.61 4.50
86 C 3.16 1.75 4.68
87 O 3.62 3.01 4.20
88 H 0.24 4.70 5.18
89 H 2.00 4.41 5.18
90 H 1.02 4.06 3.70
91 H -1.30 3.01 5.59
92 H -0.87 1.28 5.39
93 H -0.88 2.38 3.97
94 H 2.08 2.89 6.97
95 H 0.91 1.53 7.11
96 H 0.36 3.24 7.29
97 H 1.37 1.73 3.44
98 H 1.33 0.61 4.83
99 H 3.66 0.97 4.09
100 H 3.46 1.63 5.72
101 H 4.60 3.00 4.24
102 C 4.32 -3.40 5.12
103 Br 4.20 -1.51 4.67
104 Br 3.16 -4.48 4.00
105 Br 6.16 -4.03 5.08
106 H 3.97 -3.51 6.15
107 Al -4.34 2.56 -3.36
108 O -0.67 6.87 -4.20
109 C 0.46 7.30 -4.31
110 O 1.59 6.55 -4.17
111 C 2.74 7.40 -4.26
112 C 2.27 8.62 -5.01
113 C 0.83 8.73 -4.59
114 H 3.08 7.64 -3.25
115 H 3.54 6.88 -4.79
116 H 2.86 9.51 -4.80
117 H 2.32 8.43 -6.09
118 H 0.72 9.31 -3.67
119 H 0.21 9.15 -5.39
120 Br -3.44 -2.97 1.45
121 O 1.16 -6.90 7.80
122 Cl 1.96 -6.87 6.60
123 O 2.68 -8.12 6.47
124 O 2.91 -5.77 6.68
125 O 1.10 -6.68 5.45
126 C -7.64 2.07 2.01
127 Cl -8.58 2.72 0.65
128 Cl -8.28 2.72 3.55
129 Cl -7.75 0.29 2.02
130 Cl -5.93 2.55 1.84
131 C -3.68 -8.60 0.36
132 Cl -4.21 -9.07 1.99
133 Cl -4.47 -9.64 -0.85
134 Cl -4.14 -6.90 0.06
135 Cl -1.92 -8.76 0.23



Record 4
Entry from OMol25: 2 unconnected molecules or ions with the total composition C3H9BO2 in a non-equilibrium geometry (wB97M-V/def2-TZVPD).

Largest force on an atom in hartree/bohr: 0.0926
Highest occupied orbital energy in Eh: -0.371
Relative energy (zero: lowest compared OMol25 entry of this formula, charge and spin) in kcal per mole: 17.9
LUMO in eV: 0.71

Atoms and positions in Å:
1 B -1.43 -1.71 -1.44
2 C 0.79 1.22 1.07
3 C 0.78 -0.15 0.40
4 C -0.55 -0.88 0.61
5 O -2.17 -0.62 -1.67
6 O -0.70 -1.92 -0.35
7 H -1.41 -2.83 -2.65
8 H 0.63 1.13 2.14
9 H 1.75 1.71 0.91
10 H 0.01 1.85 0.66
11 H 1.60 -0.77 0.77
12 H 0.92 -0.02 -0.68
13 H -0.60 -1.34 1.60
14 H -1.38 -0.17 0.51
15 H -2.63 -0.59 -2.51



Record 5
Entry from OMol25: 13 unconnected molecules or ions with the total composition C40H67N13 in a non-equilibrium geometry (wB97M-V/def2-TZVPD).

Largest force on an atom in hartree/bohr: 0.0824
Highest occupied orbital energy in Eh: -0.406
LUMO in eV: 0.27

Atoms and positions in Å:
1 C 19.76 12.52 13.52
2 C 19.94 13.51 14.60
3 N 20.14 14.25 15.47
4 H 20.13 12.95 12.58
5 H 18.69 12.39 13.41
6 H 20.30 11.64 13.82
7 C 13.01 12.62 9.09
8 C 13.49 11.54 9.93
9 N 13.81 10.65 10.60
10 H 13.72 13.42 8.96
11 H 12.06 13.09 9.47
12 H 12.85 12.09 8.15
13 C 18.43 14.58 17.83
14 C 17.79 14.78 19.10
15 N 17.27 14.97 20.11
16 H 19.08 13.74 17.83
17 H 19.03 15.38 17.49
18 H 17.65 14.40 17.04
19 C 12.93 16.15 12.91
20 C 12.39 14.87 12.42
21 N 11.80 13.96 12.01
22 H 13.16 16.02 13.98
23 H 12.08 16.86 12.91
24 H 13.79 16.35 12.26
25 C 10.62 10.69 16.38
26 C 12.02 10.93 16.34
27 N 13.17 11.02 16.33
28 H 10.26 10.46 15.36
29 H 10.16 11.64 16.65
30 H 10.35 9.79 17.01
31 C 15.06 11.89 13.31
32 C 16.01 12.71 14.00
33 N 16.73 13.42 14.61
34 H 15.62 11.29 12.56
35 H 14.31 12.47 12.74
36 H 14.61 11.27 14.09
37 C 13.71 14.74 16.50
38 C 14.50 14.45 17.76
39 C 13.73 13.78 18.87
40 C 12.43 14.37 19.16
41 N 11.34 14.71 19.42
42 H 14.31 15.20 15.77
43 H 12.90 15.41 16.77
44 H 13.26 13.79 16.13
45 H 14.91 15.38 18.13
46 H 15.31 13.76 17.53
47 H 14.34 13.80 19.77
48 H 13.63 12.74 18.60
49 C 12.51 7.55 13.90
50 C 13.60 8.60 13.74
51 C 14.73 8.19 12.73
52 C 15.56 7.16 13.31
53 N 16.30 6.34 13.68
54 H 12.84 6.68 14.49
55 H 12.14 7.20 12.91
56 H 11.64 7.94 14.39
57 H 14.04 8.91 14.65
58 H 13.15 9.50 13.28
59 H 15.41 9.01 12.49
60 H 14.42 7.72 11.79
61 C 8.20 13.34 12.91
62 C 7.89 12.62 11.60
63 C 8.97 11.63 11.25
64 C 9.17 10.62 12.30
65 N 9.42 9.89 13.14
66 H 7.35 13.96 13.08
67 H 9.06 13.97 12.80
68 H 8.31 12.64 13.72
69 H 7.82 13.26 10.71
70 H 6.90 12.09 11.67
71 H 9.95 12.12 11.12
72 H 8.74 11.00 10.38
73 C 16.67 9.12 16.55
74 C 18.22 9.11 16.50
75 C 18.75 8.44 15.20
76 C 18.29 9.18 14.02
77 N 17.79 9.77 13.17
78 H 16.31 9.29 17.58
79 H 16.22 8.20 16.22
80 H 16.26 9.94 15.95
81 H 18.65 8.57 17.35
82 H 18.62 10.10 16.56
83 H 18.41 7.39 15.16
84 H 19.84 8.38 15.26
85 C 16.54 10.91 19.54
86 C 16.33 11.64 20.89
87 C 17.70 11.75 21.72
88 C 18.22 10.39 21.98
89 N 18.57 9.33 22.23
90 H 17.37 11.40 19.06
91 H 15.67 10.91 18.89
92 H 16.81 9.87 19.78
93 H 15.60 11.14 21.49
94 H 16.04 12.66 20.65
95 H 17.63 12.27 22.68
96 H 18.46 12.27 21.16
97 C 16.23 17.32 16.16
98 C 16.53 17.31 14.65
99 C 17.90 16.71 14.39
100 C 18.36 16.83 13.04
101 N 18.80 16.83 11.97
102 H 16.69 18.10 16.75
103 H 16.53 16.37 16.58
104 H 15.19 17.46 16.29
105 H 16.40 18.34 14.25
106 H 15.75 16.63 14.19
107 H 17.79 15.67 14.70
108 H 18.68 17.15 14.99
109 C 17.53 11.19 9.70
110 C 17.55 12.41 8.85
111 C 17.73 13.78 9.61
112 C 16.61 14.16 10.44
113 N 15.69 14.43 11.13
114 H 18.46 11.06 10.21
115 H 17.36 10.29 9.09
116 H 16.75 11.15 10.47
117 H 16.63 12.53 8.29
118 H 18.31 12.32 8.06
119 H 17.91 14.67 8.93
120 H 18.68 13.73 10.15



Record 6
Entry from OMol25: 2 unconnected molecules or ions with the total composition C5H11O2 in a non-equilibrium geometry (wB97M-V/def2-TZVPD).

Charge: -1
Largest force on an atom in hartree/bohr: 0.0426
Highest occupied orbital energy in Eh: -0.141
Relative energy (zero: lowest compared OMol25 entry of this formula, charge and spin) in kcal per mole: 18.8
LUMO in eV: 3.91

Atoms and positions in Å:
1 C -0.41 2.51 -1.41
2 C -1.73 1.77 -1.77
3 H -0.51 2.73 -0.35
4 H 0.37 1.80 -1.66
5 H -0.37 3.49 -1.86
6 H -1.72 0.69 -1.73
7 H -2.09 2.17 -2.72
8 H -2.56 1.86 -1.03
9 C -0.44 -1.05 0.48
10 C -0.79 -1.93 1.72
11 C 1.06 -0.73 0.39
12 O 1.78 -1.19 1.33
13 O 1.44 0.13 -0.44
14 H -0.98 -1.34 -0.41
15 H -0.94 -0.13 0.84
16 H -0.83 -1.29 2.59
17 H 0.00 -2.66 1.89
18 H -1.77 -2.43 1.59



Record 7
Entry from OMol25: 3 unconnected molecules or ions with the total composition C5H16NO2 in a non-equilibrium geometry (wB97M-V/def2-TZVPD).

Charge: +1
Largest force on an atom in hartree/bohr: 0.0404
Highest occupied orbital energy in Eh: -0.527
Relative energy (zero: lowest compared OMol25 entry of this formula, charge and spin) in kcal per mole: 19.2
LUMO in eV: -2.94

Atoms and positions in Å:
1 C 0.34 1.52 -0.17
2 C -0.31 0.59 0.86
3 N -1.22 -0.50 0.19
4 C -0.64 -1.85 0.56
5 C 0.48 -1.63 1.66
6 C 0.69 -0.14 1.75
7 H 1.20 1.97 0.34
8 H -0.39 2.30 -0.39
9 H 0.82 1.01 -1.00
10 H -1.06 1.14 1.44
11 H -1.14 -0.26 -0.80
12 H -2.21 -0.42 0.40
13 H -1.30 -2.50 1.10
14 H -0.11 -2.24 -0.31
15 H 0.16 -2.14 2.57
16 H 1.35 -2.19 1.29
17 H 1.73 0.17 1.55
18 H 0.61 0.21 2.79
19 H -1.55 -1.50 -3.17
20 H -2.13 -2.63 -2.22
21 O -1.59 -1.82 -2.28
22 H 1.45 3.77 -2.40
23 H 2.82 3.45 -2.11
24 O 2.00 3.68 -1.63



Record 8
Entry from OMol25: a gas-phase ion, C10H10NO2S (charge +1) in a non-equilibrium geometry (wB97M-V/def2-TZVPD).

Charge: +1
Largest force on an atom in hartree/bohr: 0.1149
Highest occupied orbital energy in Eh: -0.504
Relative energy (zero: lowest compared OMol25 entry of this formula, charge and spin) in kcal per mole: 0.0
LUMO in eV: -5.76

Atoms and positions in Å:
1 C 1.00 -0.45 3.39
2 C 0.29 -1.41 4.06
3 C 0.66 -0.37 2.06
4 C -0.36 -1.27 1.68
5 C 0.99 0.54 0.88
6 C -0.78 -1.00 0.36
7 C -1.37 -0.64 -1.76
8 C -0.22 0.44 -1.46
9 C 0.83 0.33 -2.59
10 C -0.70 1.91 -1.44
11 N 0.18 -0.01 -0.17
12 O 1.74 1.47 0.77
13 O -1.63 -1.38 -0.54
14 S -0.82 -2.19 3.03
15 H 1.70 0.07 3.93
16 H 0.46 -1.65 5.06
17 H -2.23 -0.21 -2.03
18 H -1.06 -1.57 -2.38
19 H 1.50 1.26 -2.62
20 H 0.47 0.14 -3.51
21 H 1.56 -0.55 -2.34
22 H -0.74 2.22 -2.53
23 H 0.18 2.47 -0.94
24 H -1.63 1.86 -0.90



Record 9
Entry from OMol25: a gas-phase ion, C4H9NO (charge +1) in a non-equilibrium geometry (wB97M-V/def2-TZVPD).

Charge: +1
Largest force on an atom in hartree/bohr: 0.0533
Spin multiplicity: 2
Highest occupied orbital energy (spin up / spin down) in Eh: -0.489 / -0.489
Relative energy (zero: lowest compared OMol25 entry of this formula, charge and spin) in kcal per mole: 38.6
LUMO (spin up / spin down) in eV: -3.87 / -9.21

Atoms and positions in Å:
1 O -0.59 2.89 -0.92
2 C 0.49 2.36 -0.80
3 C 0.79 0.97 -0.43
4 C -0.43 0.03 -0.23
5 C -0.05 -1.31 0.36
6 N -1.13 -2.10 0.86
7 H 1.33 3.05 -0.99
8 H 1.41 0.48 -1.20
9 H 1.50 1.02 0.41
10 H -0.88 -0.09 -1.22
11 H -1.05 0.57 0.49
12 H 0.52 -1.97 -0.31
13 H 0.67 -1.15 1.20
14 H -1.71 -1.69 1.60
15 H -0.87 -3.05 1.17



Record 10
Entry from OMol25: 2 unconnected molecules or ions with the total composition C5H13NO in a non-equilibrium geometry (wB97M-V/def2-TZVPD).

Charge: -1
Largest force on an atom in hartree/bohr: 0.0286
Spin multiplicity: 2
Highest occupied orbital energy (spin up / spin down) in Eh: 0.029 / -0.113
Relative energy (zero: lowest compared OMol25 entry of this formula, charge and spin) in kcal per mole: 46.0
LUMO (spin up / spin down) in eV: 4.27 / 4.07

Atoms and positions in Å:
1 C 1.41 0.11 2.81
2 C 0.33 -0.49 1.84
3 C 0.16 0.29 0.57
4 C -1.12 0.49 0.00
5 N -1.34 0.36 -1.41
6 C -1.41 -0.98 -1.96
7 H 0.98 0.27 3.81
8 H 2.20 -0.62 2.99
9 H 1.83 1.01 2.39
10 H -0.62 -0.41 2.35
11 H 0.59 -1.55 1.65
12 H 1.03 0.42 -0.08
13 H -1.99 0.24 0.63
14 H -1.85 1.01 -1.97
15 H -2.33 -1.52 -1.70
16 H -0.55 -1.57 -1.61
17 H -1.28 -0.98 -3.05
18 H 0.68 0.94 -2.16
19 H 1.83 1.91 -2.40
20 O 1.48 1.07 -2.71



Number 3 is which compound? C35H61AlBr5Cl10F5I2N4O11P



largest force on an atom of number 9 (C4H9NO)? 0.0533 hartree/bohr